No. 1
Computed, not measured: a structure of composition C31H30Cl2N5O3Pd at a distorted geometry, with wB97M-V/def2-TZVPD.

```
72
Properties=species:S:1:pos:R:3
Pd -1.02274 0.21130 0.99104
C -2.62755 -2.61449 -1.87886
C -1.95129 -1.51613 -1.32687
N -1.98751 -1.25952 -0.03346
C -2.68902 -2.08808 0.77931
C -3.39874 -3.19132 0.31703
C -3.35413 -3.44534 -1.06794
C -4.11837 -3.99345 1.26895
C -4.10920 -3.69425 2.58733
C -3.37142 -2.56420 3.08099
C -3.30135 -2.18083 4.43329
C -2.55792 -1.08391 4.78947
C -1.87144 -0.36055 3.80534
N -1.93257 -0.70597 2.53434
C -2.66832 -1.78261 2.16831
H -2.56004 -2.77763 -2.94503
H -1.38767 -0.83808 -1.95055
H -3.88819 -4.29391 -1.47650
H -4.67106 -4.85001 0.90555
H -4.65496 -4.30473 3.29462
H -3.83226 -2.75493 5.18214
H -2.48679 -0.76538 5.81915
H -1.25773 0.50017 4.03514
C 2.49989 3.56032 0.69984
N 1.86087 2.55339 1.53743
C 2.69329 1.42212 1.93505
C 0.54331 2.54114 1.78396
O -0.00044 1.45984 2.20631
N -0.19791 3.65035 1.61355
C -1.64235 3.52952 1.45469
C 0.29128 4.99539 1.89339
H 3.28950 3.07033 0.13206
H 2.94874 4.37283 1.27139
H 1.77809 3.96324 -0.00722
H 3.32658 1.13564 1.09504
H 2.06882 0.57899 2.20438
H 3.32963 1.68964 2.78037
H -1.89563 2.66850 0.84038
H -1.99682 4.41859 0.93578
H -2.15124 3.46162 2.41928
H 1.22585 4.95605 2.44445
H -0.44201 5.49734 2.52509
H 0.42700 5.58657 0.98697
Cl 4.61135 1.46408 -1.82273
C 4.23655 -0.08973 -1.13270
C 5.17905 -0.69762 -0.32924
C 4.89822 -1.92650 0.24567
C 3.65867 -2.50291 0.04324
C 2.70651 -1.86308 -0.73565
Cl 1.13057 -2.58940 -0.80092
C 2.97372 -0.65295 -1.39526
N 2.08798 0.04699 -2.19500
C 1.18702 -0.42192 -3.16106
C 1.36348 -1.64969 -3.79419
C 0.48117 -2.06414 -4.77760
C -0.56730 -1.24232 -5.16882
C -0.72895 -0.01022 -4.55281
C 0.12540 0.41307 -3.54127
C -0.13733 1.72160 -2.82828
C -0.81253 1.40760 -1.50297
O -2.02916 1.28711 -1.46935
O -0.01334 1.23036 -0.49849
H 6.13189 -0.21135 -0.17322
H 5.63831 -2.42472 0.85553
H 3.40230 -3.44501 0.50714
H 2.20609 1.04466 -2.16153
H 2.20178 -2.27449 -3.51555
H 0.63179 -3.02228 -5.25783
H -1.23802 -1.54640 -5.96096
H -1.54005 0.64223 -4.85255
H -0.82284 2.32776 -3.41534
H 0.78151 2.29171 -2.67325
```

Values from the calculation:
frontier orbital gap	6.613	eV
largest force on an atom	1.08	eV/A
total charge	+1



No. 2
Computed, not measured: an isolated molecule of C14H10Cl2N2O2 at a distorted geometry, with wB97M-V/def2-TZVPD.

```
30
Properties=species:S:1:pos:R:3
O -3.32017 -2.63433 -0.53771
C -2.19862 -2.06832 -0.32772
N -0.99888 -2.62812 -0.29246
N 0.11863 -2.12592 -0.12143
C 0.50841 -1.29551 -1.10603
O -0.12089 -0.97454 -1.95451
C 1.54764 -0.44366 -0.27701
C 1.44117 1.16047 -0.70447
C 2.48961 2.09851 -0.13048
C 3.71060 1.31332 0.44688
C 3.73891 0.01387 0.50639
C 2.75531 -0.82337 0.03512
Cl 3.02275 -2.71741 0.37992
C -2.31152 -0.54867 0.10478
C -2.72775 0.46268 -1.22907
C -2.71214 1.70718 -0.60916
C -2.14468 2.26583 0.46252
C -1.83809 1.37797 1.55403
C -1.84077 -0.08835 1.09381
Cl -1.26829 -1.18869 2.53420
H -1.04344 -3.56295 -0.68318
H 0.42984 -2.20942 0.91483
H 0.68849 1.27901 -1.19980
H 2.47856 3.05502 -0.23549
H 4.45239 1.98686 0.68161
H 4.59978 -0.47289 1.18279
H -3.02912 -0.08719 -1.91972
H -2.97561 2.14993 -1.55383
H -2.03589 3.37809 0.53868
H -1.41622 1.62063 2.44649
```

Values from the calculation:
frontier orbital gap	9.172	eV
SMILES string	O=C(NNC(=O)c1ccccc1Cl)c1ccccc1Cl
largest force on an atom	16.20	eV/A